# 1
# C2H3NO

An isolated molecule of C2H3NO in a non-equilibrium geometry (ωB97M-V/def2-TZVPD, the OMol25 dataset).

Each line ends with the Löwdin charge.
Cartesian coordinates (Å):
1 C 0.27 0.11 0.35  -0.25
2 C -1.02 0.14 -0.31  -0.24
3 N 0.94 -0.96 0.22  0.06
4 O -1.76 1.12 -0.32  0.18
5 H 0.78 0.99 0.59  0.10
6 H -1.12 -0.69 -0.91  0.12
7 H 1.91 -0.72 0.38  0.04

Properties
Energy above the lowest of the compared OMol25 structures with the same formula, charge and spin ... 0.732 eV
2S+1 ... 3



# 2
# C33H27N6O3OsS2

A structure of composition C33H27N6O3OsS2 in a non-equilibrium geometry (ωB97M-V/def2-TZVPD, the OMol25 dataset).

Each line ends with the Löwdin charge.
Cartesian coordinates (Å):
1 Os 1.03 -0.42 -0.70  1.13
2 C 4.57 -2.08 1.13  -0.01
3 C 3.20 -1.67 0.70  -0.23
4 N 2.96 -0.72 -0.13  -0.16
5 N 4.00 0.01 -0.66  0.01
6 C 3.62 0.78 -1.65  -0.79
7 N 4.55 1.52 -2.25  0.10
8 S 1.97 0.95 -2.28  0.62
9 C 2.00 -2.36 1.23  -0.19
10 C 2.08 -3.37 2.18  0.01
11 C 0.91 -3.97 2.63  -0.03
12 C -0.30 -3.55 2.13  -0.03
13 C -0.31 -2.54 1.18  -0.09
14 N 0.81 -1.96 0.74  -0.05
15 H 5.31 -1.44 0.66  0.07
16 H 4.76 -3.12 0.84  0.10
17 H 4.67 -2.01 2.21  0.10
18 H 5.51 1.45 -1.95  0.11
19 H 4.31 2.15 -3.00  0.09
20 H 3.04 -3.69 2.56  0.12
21 H 0.96 -4.77 3.37  0.12
22 H -1.23 -3.99 2.45  0.12
23 H -1.23 -2.18 0.73  0.12
24 O -3.57 1.72 -0.31  0.16
25 C -2.56 1.85 0.31  -0.43
26 N -2.22 2.65 1.35  0.19
27 C -0.87 2.47 1.89  -0.24
28 C -0.39 1.38 0.95  -0.31
29 O 0.71 0.81 0.93  -0.04
30 N -1.35 1.09 0.06  0.13
31 C -0.94 2.02 3.35  -0.16
32 C -0.63 0.73 3.76  -0.02
33 C -0.76 0.38 5.10  -0.06
34 C -1.20 1.31 6.02  -0.07
35 C -1.50 2.61 5.61  -0.05
36 C -1.37 2.96 4.28  -0.03
37 C 0.03 3.68 1.66  -0.15
38 C -0.25 4.59 0.64  -0.02
39 C 0.62 5.64 0.39  -0.06
40 C 1.77 5.79 1.16  -0.07
41 C 2.05 4.88 2.17  -0.06
42 C 1.19 3.83 2.42  -0.02
43 H -2.92 3.21 1.81  0.18
44 H -0.28 -0.01 3.05  0.10
45 H -0.52 -0.62 5.41  0.11
46 H -1.30 1.04 7.06  0.11
47 H -1.84 3.34 6.33  0.11
48 H -1.58 3.98 3.97  0.13
49 H -1.14 4.48 0.04  0.12
50 H 0.40 6.34 -0.39  0.11
51 H 2.45 6.61 0.96  0.11
52 H 2.95 4.99 2.77  0.11
53 H 1.41 3.12 3.21  0.13
54 C -3.81 -2.59 -6.83  -0.04
55 C -3.39 -4.00 -7.10  -0.72
56 O -3.66 -4.62 -8.09  0.03
57 S -2.38 -4.87 -5.87  1.03
58 C -1.99 -3.61 -4.68  -0.55
59 C -0.91 -2.76 -4.89  -0.08
60 C -0.58 -1.81 -3.94  -0.02
61 C -1.33 -1.70 -2.77  -0.24
62 C -2.41 -2.56 -2.55  -0.02
63 C -2.74 -3.50 -3.51  -0.09
64 C -0.97 -0.74 -1.76  -0.10
65 C -1.03 0.16 -0.89  -0.19
66 H -2.96 -1.92 -6.97  0.09
67 H -4.17 -2.46 -5.81  0.08
68 H -4.59 -2.33 -7.55  0.09
69 H -0.33 -2.85 -5.80  0.12
70 H 0.26 -1.14 -4.10  0.10
71 H -2.99 -2.47 -1.65  0.12
72 H -3.58 -4.16 -3.35  0.11

Properties
Energy above the lowest of the compared OMol25 structures with the same formula, charge and spin ... 0.552 eV
2S+1 ... 1
Charge ... +1



# 3
# C10H20Br2ClNiO4S2

A structure of composition C10H20Br2ClNiO4S2 in a non-equilibrium geometry (ωB97M-V/def2-TZVPD, the OMol25 dataset).

Each line ends with the Löwdin charge.
Cartesian coordinates (Å):
1 Ni -0.25 -3.48 -0.92  0.86
2 Cl -1.37 -1.50 -1.18  0.08
3 C -0.99 -2.32 3.77  -0.18
4 C -0.76 -1.18 2.75  -0.21
5 C 0.73 -1.14 2.50  -0.19
6 S 1.17 -2.92 2.28  0.78
7 O 2.54 -3.11 2.64  -0.26
8 O 0.56 -3.27 0.97  -0.47
9 C -0.03 -3.52 3.51  -0.18
10 H -2.02 -2.62 3.59  0.12
11 H -0.85 -1.96 4.79  0.12
12 H -1.14 -0.24 3.15  0.13
13 H -1.09 -1.32 1.72  0.07
14 H 1.29 -0.93 3.41  0.12
15 H 1.06 -0.57 1.63  0.07
16 H 0.50 -3.68 4.45  0.11
17 H -0.50 -4.45 3.20  0.10
18 C 2.24 1.68 -2.73  -0.20
19 C 2.73 3.04 -2.20  -0.20
20 C 2.58 3.17 -0.68  -0.21
21 S 2.04 1.54 -0.14  0.65
22 O 1.10 1.57 0.94  -0.33
23 O 3.23 0.74 0.11  -0.32
24 C 1.27 1.05 -1.67  -0.24
25 H 3.07 0.99 -2.86  0.11
26 H 1.85 1.65 -3.74  0.12
27 H 2.26 3.88 -2.71  0.11
28 H 3.77 3.14 -2.54  0.12
29 H 1.79 3.90 -0.48  0.11
30 H 3.35 3.60 -0.04  0.12
31 H 0.26 1.45 -1.62  0.09
32 H 1.12 -0.03 -1.72  0.06
33 Br -5.03 2.56 -1.46  0.59
34 C -3.69 1.15 -1.85  -0.72
35 C -4.10 0.30 -3.06  -0.69
36 Br -3.98 1.45 -4.65  0.60
37 H -3.69 0.36 -1.09  0.03
38 H -2.69 1.57 -1.93  0.04
39 H -5.07 -0.16 -2.91  0.06
40 H -3.31 -0.43 -3.21  0.01

Properties
Energy above the lowest of the compared OMol25 structures with the same formula, charge and spin ... 2.635 eV
2S+1 ... 3
Charge ... +1



# 4
# C10H40O10

A structure of composition C10H40O10 in a non-equilibrium geometry (ωB97M-V/def2-TZVPD, the OMol25 dataset).

Each line ends with the Löwdin charge.
Cartesian coordinates (Å):
1 C -8.03 20.28 0.60  -0.19
2 O -6.88 20.02 1.35  -0.09
3 H -8.84 20.13 1.31  0.09
4 H -8.04 21.29 0.20  0.05
5 H -8.14 19.47 -0.13  0.09
6 H -6.13 20.40 0.88  0.07
7 C -5.94 24.88 2.38  -0.13
8 O -7.23 24.41 2.73  -0.17
9 H -5.75 24.58 1.35  0.04
10 H -5.80 25.96 2.43  0.06
11 H -5.29 24.40 3.12  0.10
12 H -7.81 24.83 2.08  -0.24
13 C -7.94 23.83 -0.49  -0.01
14 O -7.48 24.13 -1.79  -0.10
15 H -8.79 24.49 -0.28  0.11
16 H -8.23 22.78 -0.45  0.07
17 H -7.08 23.95 0.17  0.09
18 H -6.77 23.52 -2.01  -0.14
19 C -4.91 25.23 -0.52  -0.18
20 O -4.39 23.93 -0.44  -0.09
21 H -4.60 25.74 -1.43  0.09
22 H -5.99 25.31 -0.61  0.05
23 H -4.59 25.92 0.26  0.10
24 H -4.59 23.56 -1.30  -0.02
25 C -9.41 23.41 2.31  -0.16
26 O -10.20 22.32 2.01  -0.09
27 H -10.09 24.15 2.73  0.10
28 H -8.54 23.27 2.95  0.10
29 H -9.03 23.84 1.38  0.04
30 H -10.53 21.98 2.84  0.09
31 C -7.13 20.84 -2.05  -0.13
32 O -7.80 20.19 -3.15  -0.10
33 H -6.15 21.12 -2.44  0.09
34 H -7.74 21.71 -1.81  0.05
35 H -7.07 20.19 -1.18  0.05
36 H -7.88 20.83 -3.86  -0.24
37 C -8.58 22.76 -3.94  -0.02
38 O -7.92 21.66 -4.59  0.01
39 H -9.09 22.42 -3.04  0.11
40 H -7.79 23.43 -3.61  0.06
41 H -9.25 23.30 -4.61  0.11
42 H -7.12 22.02 -4.98  0.13
43 C -5.09 23.53 -3.18  -0.01
44 O -5.72 23.04 -2.02  -0.14
45 H -5.87 23.97 -3.81  0.10
46 H -4.35 24.27 -2.91  0.11
47 H -4.66 22.68 -3.71  0.12
48 H -5.27 22.28 -1.66  0.14
49 C -7.55 26.79 -2.48  -0.14
50 O -6.99 25.63 -3.00  -0.16
51 H -7.15 26.96 -1.48  0.05
52 H -7.22 27.65 -3.07  0.08
53 H -8.64 26.69 -2.49  0.08
54 H -7.10 24.90 -2.38  -0.28
55 C -7.71 26.82 1.32  0.00
56 O -8.33 25.49 1.37  -0.17
57 H -6.95 26.75 0.55  0.06
58 H -8.41 27.61 1.06  0.11
59 H -7.13 26.95 2.22  0.08
60 H -9.21 25.50 0.97  0.12

Properties
Energy above the lowest of the compared OMol25 structures with the same formula, charge and spin ... 16.548 eV
2S+1 ... 1



# 5
# C5H14NO

A cluster of 2 separate species, C5H14NO in total in a non-equilibrium geometry (ωB97M-V/def2-TZVPD, the OMol25 dataset).

Each line ends with the Löwdin charge.
Cartesian coordinates (Å):
1 C 1.02 -2.39 -1.38  -0.06
2 C 1.00 -0.93 -1.78  -0.16
3 C -0.43 -0.22 -1.65  -0.09
4 C -0.53 0.08 -0.25  0.08
5 C 0.10 1.20 0.31  0.10
6 N 0.44 1.23 1.73  0.22
7 H 0.85 -2.50 -0.30  0.08
8 H 1.95 -2.87 -1.68  0.11
9 H 0.16 -2.94 -1.78  0.10
10 H 1.30 -0.78 -2.82  0.15
11 H 1.78 -0.39 -1.24  0.11
12 H -1.19 -0.91 -2.01  0.15
13 H -0.36 0.75 -2.17  0.16
14 H -0.97 -0.64 0.44  0.17
15 H 0.03 2.20 -0.09  0.17
16 H 0.48 0.29 2.15  0.19
17 H -0.23 1.83 2.27  0.16
18 H 1.39 1.62 1.85  0.21
19 H -2.40 1.84 3.57  0.11
20 H -2.41 2.06 2.09  0.08
21 O -2.01 1.47 2.75  -0.04

Properties
Energy above the lowest of the compared OMol25 structures with the same formula, charge and spin ... 1.801 eV
2S+1 ... 2
Charge ... +2



# 6
# C27H34N4O3Pd

A structure of composition C27H34N4O3Pd (ωB97M-V/def2-TZVPD, the OMol25 dataset).

Each line ends with the Löwdin charge.
Cartesian coordinates (Å):
1 Pd -0.08 0.06 -0.11  1.09
2 C 0.34 0.42 4.36  -0.01
3 C -0.44 -0.62 4.84  -0.01
4 C -1.06 -1.47 3.94  0.03
5 C -0.91 -1.25 2.57  -0.19
6 N -0.16 -0.23 2.13  0.02
7 C 0.46 0.57 2.99  -0.11
8 C -1.53 -2.10 1.54  -0.18
9 C -2.34 -3.20 1.83  0.03
10 C -2.87 -3.94 0.79  -0.01
11 C -2.59 -3.58 -0.52  -0.01
12 C -1.78 -2.47 -0.73  -0.10
13 N -1.27 -1.77 0.27  0.01
14 H 0.84 1.10 5.03  0.12
15 H -0.56 -0.77 5.90  0.13
16 H -1.66 -2.29 4.30  0.12
17 H 1.07 1.36 2.57  0.12
18 H -2.55 -3.48 2.85  0.12
19 H -3.50 -4.79 1.00  0.13
20 H -2.99 -4.13 -1.35  0.12
21 H -1.53 -2.13 -1.73  0.10
22 N -0.28 0.26 -2.31  0.12
23 C 0.10 0.08 -3.39  -0.23
24 N 0.44 -0.08 -4.62  -0.08
25 C 0.34 -1.37 -5.30  -0.08
26 C -0.19 -1.15 -6.72  -0.18
27 O 0.58 -0.21 -7.41  -0.10
28 C 0.56 1.04 -6.77  -0.18
29 C 1.16 0.95 -5.36  -0.09
30 H -0.32 -2.04 -4.74  0.13
31 H 1.35 -1.82 -5.36  0.14
32 H -1.24 -0.82 -6.66  0.14
33 H -0.13 -2.07 -7.29  0.14
34 H -0.47 1.42 -6.70  0.14
35 H 1.15 1.72 -7.38  0.14
36 H 1.09 1.90 -4.85  0.14
37 H 2.21 0.65 -5.45  0.14
38 C 8.60 0.26 -0.86  -0.02
39 C 7.17 0.15 -0.45  -0.22
40 C 6.81 -0.49 0.74  0.02
41 C 5.50 -0.64 1.12  -0.19
42 C 5.19 -1.33 2.41  -0.04
43 C 4.48 -0.15 0.26  -0.11
44 C 3.11 -0.41 0.56  -0.16
45 O 2.14 -0.13 -0.17  -0.13
46 C 4.84 0.56 -0.93  -0.17
47 C 3.81 1.17 -1.82  -0.04
48 C 6.17 0.69 -1.25  0.01
49 H 9.26 -0.21 -0.13  0.09
50 H 8.89 1.30 -0.98  0.10
51 H 8.74 -0.23 -1.82  0.10
52 H 7.60 -0.87 1.37  0.13
53 H 6.12 -1.66 2.88  0.09
54 H 4.56 -2.21 2.27  0.09
55 H 4.69 -0.66 3.11  0.09
56 H 2.92 -0.92 1.51  0.12
57 H 3.13 1.80 -1.24  0.08
58 H 3.21 0.39 -2.29  0.08
59 H 4.28 1.77 -2.59  0.09
60 H 6.46 1.23 -2.15  0.13
61 C -1.17 4.32 -0.13  -0.06
62 C -0.63 2.92 0.03  -0.33
63 O -1.65 1.92 -0.03  -0.15
64 H -0.37 5.04 0.00  0.09
65 H -1.93 4.51 0.63  0.09
66 H -1.61 4.47 -1.11  0.09
67 H -0.17 2.80 1.02  0.10
68 H 0.13 2.72 -0.76  0.10
69 H -2.26 2.14 -0.76  0.11

Properties
Energy above the lowest of the compared OMol25 structures with the same formula, charge and spin ... 0.000 eV
2S+1 ... 3
Charge ... +2



energy above the lowest of the compared OMol25 structures with the same formula, charge and spin of number 4 (C10H40O10)?
16.548 eV



What is the 2S+1 in the second record?
1



What is the 2S+1 in the third record?
3